{
  "formula": "C10H20Cl4O5",
  "method": "ωB97M-V/def2-TZVPD",
  "homo_lumo_gap_ev": [1.939, 10.281],
  "multiplicity": 2,
  "total_charge": -1,
  "total_energy_ha": -2609.95985,
  "elements": ["Cl", "Cl", "Cl", "Cl", "O", "O", "O", "O", "O", "C", "C", "C", "C", "C", "C", "C", "C", "C", "C", "H", "H", "H", "H", "H", "H", "H", "H", "H", "H", "H", "H", "H", "H", "H", "H", "H", "H", "H", "H"],
  "xyz": [[-1.28637, -3.92281, 1.22651], [-0.66037, -2.32695, 3.43355], [3.37425, -3.52201, 2.52517], [4.73372, -2.41275, 0.06707], [1.39196, -0.30550, -0.10095], [-2.59819, 0.70838, -0.50257], [-3.04446, -0.26958, 1.37334], [-4.16115, -0.97755, -0.44708], [1.37234, 1.85070, -0.85485], [-3.33796, -0.25281, 0.05043], [1.65340, 1.47143, -2.17271], [1.42985, 0.91293, 0.07226], [3.15201, 1.29004, -2.48812], [-2.64646, 0.84773, -1.93561], [-3.72910, -1.17770, 2.25591], [4.12793, -2.13171, 1.71741], [-0.29697, -2.50114, 1.71735], [-2.41682, 2.31660, -2.30589], [1.40998, 1.43723, 1.49969], [3.38017, -1.34282, 1.63617], [1.36520, 2.35525, -2.74184], [3.72737, 2.17638, -2.22084], [4.98188, -1.78262, 2.29792], [0.92539, 2.41202, 1.55507], [-2.52533, 2.68585, -3.32568], [2.45494, 1.58271, 1.77353], [0.74004, -2.78935, 1.54509], [0.96578, 0.70992, -2.54066], [-4.80416, -1.10822, 2.09002], [-0.68066, -1.65391, 1.14892], [3.71915, 0.54645, -1.92819], [-1.38545, 2.56172, -2.05237], [-1.95604, 0.20816, -2.48549], [-3.65359, 0.63000, -2.29107], [-3.50077, -2.23728, 2.14080], [1.01670, 0.75952, 2.25740], [-3.04329, 2.96673, -1.69517], [-3.47826, -0.84822, 3.26419], [3.28333, 1.13316, -3.55874]],
  "atomic_forces_ev_per_a": [[0.1, -0.1, -0.6], [0.5, 0.6, 0.3], [0.2, 0.0, -0.3], [-0.1, -0.3, 0.1], [0.5, 1.5, -0.9], [0.4, -0.1, -0.6], [0.5, 0.0, -0.3], [0.3, 0.3, -0.5], [0.5, 0.2, 0.7], [-0.5, -0.6, 1.4], [0.5, 0.7, -1.7], [-1.4, -2.5, 2.3], [0.1, 0.0, 0.6], [-1.4, 1.0, -1.3], [-0.8, 0.2, -0.3], [0.1, 0.7, 0.0], [-0.8, -0.9, -0.1], [1.0, 0.5, 1.2], [0.4, 0.7, -0.5], [0.0, -0.1, 0.1], [-0.1, 0.1, 0.0], [-0.4, 0.5, -0.2], [-0.2, -0.2, 0.1], [0.0, 0.0, 0.0], [-0.3, -0.9, -0.3], [0.3, 0.2, 0.1], [-0.2, 0.5, 0.1], [0.4, -0.6, 0.4], [-0.1, 0.2, 0.0], [0.5, 0.0, 0.2], [-0.6, -0.6, -0.1], [0.1, 0.2, 0.2], [0.2, -0.2, 0.6], [0.0, -0.5, 0.3], [0.6, 0.2, -0.3], [-0.2, -0.2, -0.5], [-0.1, -0.1, 0.1], [0.0, 0.0, -0.2], [0.0, -0.1, 0.0]],
  "lowdin_spin": [0.015, 0.076, 0.052, 0.047, 0.014, 0.007, 0.013, 0.003, 0.042, 0.013, 0.029, 0.031, 0.060, 0.014, 0.018, 0.099, 0.023, 0.029, 0.156, 0.023, 0.009, 0.014, 0.037, 0.028, 0.006, 0.066, 0.005, 0.005, 0.002, 0.003, 0.009, 0.005, 0.005, 0.001, 0.002, 0.022, 0.004, 0.005, 0.010]
}